HO2PS | wB97M-V/def2-TZVPD

Last column: Mulliken charge in e.
Atoms and positions in Å:
O (1.35275, 1.04576, 1.89108)  -0.387
O (-0.05948, 0.21564, 0.23202)  -0.369
P (1.25084, -0.12420, 1.05721)  0.437
S (-0.75280, -0.95801, -1.68993)  0.112
H (-1.79131, -0.17919, -1.49037)  0.206

Largest force on an atom in eV Å⁻¹: 3.94
Total charge: 0
Highest occupied orbital energy (spin up / spin down) in eV: -10.50 / -10.55

---

C57H40F15GeN6S4Sn | wB97M-V/def2-TZVPD

Last column: Mulliken charge in e.
Atoms and positions in Å:
Sn (-1.42499, 2.14145, 1.23403)  0.882
N (1.36541, 1.24866, 0.05796)  0.443
S (2.91058, 1.35500, -0.06960)  0.535
N (3.60704, 0.31121, -1.06842)  -0.305
S (3.75705, -1.19402, -0.64660)  1.647
N (2.75040, -1.69913, 0.42695)  -0.089
S (1.19306, -1.28778, 0.41686)  1.021
N (0.88026, 0.15985, 0.86818)  -0.047
C (0.57240, -1.77310, -1.15940)  2.613
C (0.57019, -3.11746, -1.52218)  -0.874
C (0.11932, -3.44768, -2.78775)  -1.151
C (-0.33098, -2.45339, -3.65192)  -0.882
C (-0.33120, -1.12127, -3.26491)  -1.143
C (0.13038, -0.76446, -2.00627)  -0.594
C (0.52845, -2.30027, 1.68057)  0.670
C (1.12740, -3.52725, 1.94895)  -0.698
C (0.57021, -4.32393, 2.93554)  -1.003
C (-0.55463, -3.89337, 3.62705)  -0.914
C (-1.13623, -2.66497, 3.34002)  -0.403
C (-0.60209, -1.85304, 2.35517)  -0.415
C (3.71014, -2.06586, -2.16557)  0.564
C (4.08475, -3.40764, -2.10981)  -0.979
C (4.04309, -4.14622, -3.27728)  -0.862
C (3.63820, -3.54440, -4.46529)  -0.580
C (3.26635, -2.20714, -4.49698)  -0.845
C (3.29691, -1.44621, -3.33803)  -0.263
C (5.31873, -1.54180, 0.07169)  0.324
C (6.42991, -1.25250, -0.71752)  -0.830
C (7.68472, -1.46322, -0.17659)  -0.847
C (7.80931, -1.95724, 1.11925)  -0.560
C (6.68687, -2.24404, 1.88410)  -0.938
C (5.41701, -2.03389, 1.36663)  -0.219
C (3.20451, 2.90453, -0.82065)  0.207
C (3.80986, 2.99357, -2.06507)  -0.226
C (4.09570, 4.25860, -2.56124)  -0.891
C (3.79573, 5.38712, -1.81302)  -0.632
C (3.19475, 5.27377, -0.56186)  -0.781
C (2.89875, 4.02454, -0.04815)  -0.806
C (3.81956, 1.34054, 1.44394)  1.254
C (5.20803, 1.41610, 1.35916)  -0.582
C (5.93529, 1.45196, 2.53534)  -0.871
C (5.27755, 1.40927, 3.76044)  -0.637
C (3.89123, 1.34914, 3.82178)  -0.891
C (3.14001, 1.31954, 2.65591)  -0.346
H (0.89153, -3.88899, -0.83571)  0.434
H (0.10235, -4.48429, -3.09420)  0.604
H (-0.69756, -2.72580, -4.63282)  0.557
H (-0.69985, -0.35754, -3.93566)  0.557
H (0.13129, 0.26534, -1.68431)  0.426
H (2.00915, -3.84765, 1.41389)  0.469
H (1.01802, -5.28029, 3.16651)  0.500
H (-0.98075, -4.52011, 4.39866)  0.468
H (-2.01331, -2.33872, 3.88192)  0.537
H (-1.04586, -0.89722, 2.11566)  -0.088
H (4.41285, -3.85914, -1.18198)  0.504
H (4.33715, -5.18634, -3.26533)  0.493
H (3.62116, -4.12513, -5.37767)  0.477
H (2.95962, -1.75082, -5.42779)  0.500
H (3.01302, -0.40483, -3.34158)  0.446
H (6.31860, -0.87904, -1.72794)  0.517
H (8.56617, -1.25458, -0.76660)  0.497
H (8.79470, -2.12471, 1.53246)  0.475
H (6.79801, -2.63682, 2.88511)  0.515
H (4.53110, -2.23874, 1.94826)  0.560
H (4.04489, 2.10509, -2.63089)  0.420
H (4.56340, 4.35904, -3.53079)  0.492
H (4.04332, 6.36618, -2.19988)  0.447
H (2.98046, 6.16004, 0.01969)  0.537
H (2.46193, 3.91495, 0.93743)  0.663
H (5.70762, 1.46674, 0.39962)  0.460
H (7.01348, 1.52341, 2.49659)  0.529
H (5.85257, 1.43537, 4.67613)  0.483
H (3.39103, 1.33415, 4.78018)  0.533
H (2.06082, 1.27572, 2.68689)  0.548
N (-0.77089, 3.94410, -0.14396)  -0.314
C (-0.82877, 5.18438, 0.67563)  -0.488
C (-2.23644, 5.76618, 0.72022)  -0.745
C (-3.21408, 5.00235, 1.60282)  -0.794
N (-3.32681, 3.57668, 1.19852)  -0.368
H (0.18220, 3.75775, -0.44856)  0.120
H (-1.32172, 4.05859, -0.99257)  0.262
H (-0.13007, 5.92181, 0.27901)  0.472
H (-0.50552, 4.93488, 1.69182)  0.288
H (-2.63137, 5.85605, -0.29734)  0.310
H (-2.17107, 6.78247, 1.11018)  0.373
H (-4.19227, 5.48308, 1.55439)  0.448
H (-2.88505, 5.02914, 2.64248)  0.411
H (-3.69067, 3.51048, 0.24756)  0.261
H (-4.02705, 3.11791, 1.78060)  0.205
F (-6.50767, -1.96686, 0.94966)  -0.349
C (-5.83963, -1.43308, 1.97749)  0.621
C (-4.82105, -0.51884, 1.73664)  0.678
C (-4.23870, 0.03164, 2.85677)  -1.438
F (-3.25709, 0.97481, 2.72976)  -0.411
C (-4.58930, -0.30621, 4.14937)  0.203
F (-3.96693, 0.24789, 5.18691)  -0.317
C (-5.59526, -1.23830, 4.34860)  0.777
F (-5.94601, -1.58227, 5.57259)  -0.280
C (-6.23217, -1.80258, 3.25209)  0.200
F (-7.20440, -2.67848, 3.43244)  -0.270
Ge (-4.43055, -0.09498, -0.13686)  0.875
S (-2.52540, 0.94812, -0.61140)  -0.148
C (-4.30551, -1.84194, -0.99496)  -0.054
C (-5.17553, -2.33339, -1.95634)  0.298
F (-6.17139, -1.58153, -2.42192)  -0.291
C (-5.07212, -3.62393, -2.45100)  0.140
F (-5.91057, -4.06142, -3.37578)  -0.282
C (-4.08642, -4.46605, -1.95965)  0.724
F (-3.97669, -5.70168, -2.41707)  -0.304
C (-3.21313, -4.01073, -0.98476)  -0.262
F (-2.27350, -4.82098, -0.49352)  -0.368
C (-3.33426, -2.71285, -0.53288)  0.002
F (-2.46717, -2.29917, 0.42249)  0.267
C (-5.83219, 1.02485, -0.88162)  -0.057
C (-5.78174, 1.30986, -2.23894)  0.295
F (-4.78575, 0.79995, -2.97677)  -0.331
C (-6.72322, 2.09797, -2.86885)  0.082
F (-6.64831, 2.34792, -4.16809)  -0.270
C (-7.75810, 2.63661, -2.11541)  0.628
F (-8.66750, 3.39568, -2.69638)  -0.266
C (-7.83070, 2.39048, -0.75277)  0.063
F (-8.80933, 2.92222, -0.03493)  -0.270
C (-6.86531, 1.59639, -0.15636)  0.364
F (-6.95374, 1.40618, 1.16937)  -0.302

Largest force on an atom in eV Å⁻¹: 0.39
Total charge: +3
Highest occupied orbital energy in eV: -14.90

---

C3H12N3Si | wB97M-V/def2-TZVPD

Last column: Mulliken charge in e.
Atoms and positions in Å:
C (1.31977, 0.18077, -2.07456)  -0.215
N (0.18061, -0.13291, -1.71517)  0.114
N (-0.02401, -1.76538, -1.93455)  -0.458
Si (-0.80620, 0.96472, -0.62123)  0.190
N (-0.35278, 0.41909, 1.00015)  0.169
C (0.96134, 0.59657, 1.55472)  -0.870
C (-1.27931, -0.20917, 1.94871)  -0.956
H (1.87966, -0.67088, -2.41269)  0.327
H (1.54251, 1.23610, -2.23189)  0.273
H (-1.00186, -1.88682, -1.90992)  0.284
H (0.52419, -2.14552, -1.14474)  0.317
H (-0.05076, 2.16878, -1.19567)  -0.041
H (-2.25206, 0.51452, -0.82454)  -0.044
H (1.69339, 0.96299, 0.82423)  0.325
H (0.94527, 1.25437, 2.32048)  0.373
H (1.15444, -0.36542, 2.14576)  0.249
H (-2.26454, -0.36652, 1.38715)  0.273
H (-0.81783, -1.17691, 2.13267)  0.338
H (-1.35182, 0.42163, 2.75109)  0.352

Largest force on an atom in eV Å⁻¹: 5.02
SMILES: C=[N+](N)[SiH2]N(C)C
Total charge: +1
Highest occupied orbital energy in eV: -12.98

---

Repeat the third record exactly.
C3H12N3Si | wB97M-V/def2-TZVPD

Last column: Mulliken charge in e.
Atoms and positions in Å:
C (1.31977, 0.18077, -2.07456)  -0.215
N (0.18061, -0.13291, -1.71517)  0.114
N (-0.02401, -1.76538, -1.93455)  -0.458
Si (-0.80620, 0.96472, -0.62123)  0.190
N (-0.35278, 0.41909, 1.00015)  0.169
C (0.96134, 0.59657, 1.55472)  -0.870
C (-1.27931, -0.20917, 1.94871)  -0.956
H (1.87966, -0.67088, -2.41269)  0.327
H (1.54251, 1.23610, -2.23189)  0.273
H (-1.00186, -1.88682, -1.90992)  0.284
H (0.52419, -2.14552, -1.14474)  0.317
H (-0.05076, 2.16878, -1.19567)  -0.041
H (-2.25206, 0.51452, -0.82454)  -0.044
H (1.69339, 0.96299, 0.82423)  0.325
H (0.94527, 1.25437, 2.32048)  0.373
H (1.15444, -0.36542, 2.14576)  0.249
H (-2.26454, -0.36652, 1.38715)  0.273
H (-0.81783, -1.17691, 2.13267)  0.338
H (-1.35182, 0.42163, 2.75109)  0.352

Largest force on an atom in eV Å⁻¹: 5.02
SMILES: C=[N+](N)[SiH2]N(C)C
Total charge: +1
Highest occupied orbital energy in eV: -12.98